Here is a cluster of 8 separate species, C20H56N15O7 in total from the OMol25 dataset. Energies are from ωB97M-V with the def2-TZVPD basis set.

Positions of all 98 atoms, in Å:
C 3.27532 -1.24351 1.55506
C 4.04407 -1.50621 0.48809
N 3.95958 -0.67694 -0.73634
C 2.84014 -1.06846 -1.67632
C 2.79392 -0.15339 -2.88732
C 2.60814 1.34367 -2.58831
C 1.23824 1.76724 -2.06806
C 0.87893 1.19899 -0.68187
C -0.19381 0.10853 -0.77212
C -1.59697 0.69705 -0.92297
C -2.55256 -0.09972 -1.78941
C -2.92180 -1.51017 -1.33041
C -1.84116 -2.59881 -1.46227
C -1.20621 -3.04226 -0.11505
H 2.28125 -0.80733 1.50846
H 3.61599 -1.59659 2.52355
H 4.72711 -2.34614 0.43749
H 4.83954 -0.78231 -1.23716
H 3.83327 0.28066 -0.41443
H 1.91969 -1.09367 -1.09971
H 3.03866 -2.09893 -1.98407
H 2.02395 -0.53088 -3.56788
H 3.74272 -0.26461 -3.43031
H 3.39214 1.73323 -1.92140
H 2.76664 1.86234 -3.53944
H 1.24616 2.85910 -1.99755
H 0.45445 1.51898 -2.79131
H 0.48656 2.00168 -0.04896
H 1.77454 0.80720 -0.17704
H -0.13652 -0.54156 0.10759
H 0.03248 -0.53371 -1.63237
H -2.01789 0.87591 0.07353
H -1.48213 1.68778 -1.37920
H -3.48454 0.47591 -1.80854
H -2.18852 -0.10805 -2.82637
H -3.31714 -1.50373 -0.30771
H -3.76948 -1.80559 -1.95953
H -1.02567 -2.30052 -2.12332
H -2.27777 -3.50728 -1.88717
H -1.68838 -2.53714 0.72782
H -1.26468 -4.12174 0.02535
H -0.14769 -2.76473 -0.05853
C -4.65584 3.38120 -0.73272
O -4.27081 2.73761 -1.69889
N -4.08671 3.26020 0.50434
N -5.68851 4.27252 -0.81944
H -4.39237 3.77785 1.30552
H -3.32648 2.61361 0.61000
H -6.12529 4.38303 -1.71410
H -6.02224 4.81003 -0.04308
C -0.20886 -3.14072 -5.02214
O 0.69267 -2.84906 -4.24161
N -0.91872 -2.17618 -5.66301
N -0.56761 -4.43285 -5.27741
H -1.67720 -2.35746 -6.29217
H -0.66019 -1.21997 -5.47576
H -0.05562 -5.15717 -4.81216
H -1.30470 -4.68473 -5.90732
C -2.38064 1.05509 -6.28306
O -1.33073 1.00837 -5.65377
N -2.44314 1.52096 -7.56362
N -3.56588 0.64085 -5.74813
H -3.29136 1.56638 -8.09473
H -1.58895 1.83898 -7.98024
H -3.55456 0.31027 -4.80083
H -4.43699 0.67423 -6.24197
C -0.63665 1.50315 3.45669
O -1.22856 2.32404 2.76995
N -0.58337 1.56260 4.80989
N 0.03170 0.44764 2.87226
H -0.08383 0.89761 5.36762
H -1.04289 2.32838 5.27263
H -0.01491 0.38604 1.87522
H 0.51487 -0.25711 3.39557
C -0.74434 -8.32236 0.04744
O -0.81542 -9.39531 0.61086
N -1.83557 -7.69675 -0.49624
N 0.44212 -7.64363 -0.09328
H -1.78875 -6.81220 -0.96306
H -2.71962 -8.16201 -0.41688
H 1.26061 -8.07616 0.28953
H 0.52281 -6.76018 -0.55728
C 1.22575 4.73555 5.81691
O 0.26591 4.12250 6.25225
N 1.94889 5.60709 6.58498
N 1.65236 4.58996 4.52569
H 2.73752 6.12052 6.23968
H 1.64747 5.74830 7.53186
H 1.12374 3.96982 3.93925
H 2.43129 5.08832 4.14047
C 4.50208 3.07378 9.09734
O 5.41404 3.30893 9.86512
N 3.92234 4.04352 8.31907
N 3.97265 1.81796 8.94496
H 3.17466 3.87352 7.67553
H 4.28384 4.97261 8.41640
H 4.36686 1.08589 9.50405
H 3.21254 1.61059 8.32738

Forces on atoms 1 to 3 (eV/Å):
C 0.5373 -0.7281 -0.7116
C -0.5978 0.3457 0.9960
N -0.7902 -1.2076 0.2760

## Properties
- Orbital gap: 0.3003 Eh
- Net charge: +1

=====

Here is a cluster of 12 separate species, C20H56N8O28S4 in total from the OMol25 dataset. Energies are from ωB97M-V with the def2-TZVPD basis set.

Positions of all 116 atoms, in Å:
C -3.17701 8.89526 1.49572
C -3.77194 7.56499 2.06899
O -3.20485 6.34325 1.72534
S -3.83292 5.41372 0.47695
C -5.42273 4.96062 1.23519
O -4.02346 6.26176 -0.70554
O -3.00169 4.21804 0.41021
H -3.57828 9.78174 1.98689
H -3.18709 9.04295 0.41583
H -2.12118 9.05779 1.71229
H -3.76566 7.70833 3.14951
H -4.81667 7.58796 1.75899
H -5.28718 4.58649 2.24996
H -5.76671 4.12220 0.62952
H -6.18171 5.74280 1.25080
C 0.62277 -7.83161 -1.04064
C 0.25793 -6.32867 -0.86193
O 0.69221 -5.66070 -2.02226
S 1.07437 -4.10747 -1.85511
C 2.72271 -4.44822 -1.10281
O 1.33780 -3.53941 -3.20763
O 0.16022 -3.45261 -0.99529
H 1.69965 -7.99644 -1.00526
H 0.17388 -8.18241 -1.96991
H 0.15550 -8.46859 -0.28962
H -0.80757 -6.21546 -0.66192
H 0.66742 -5.97023 0.08249
H 3.25828 -3.55520 -0.78069
H 3.31121 -4.98009 -1.85039
H 2.64469 -5.05003 -0.19735
C -0.16322 3.15594 2.10898
C -0.84644 1.96332 1.49359
O -0.09006 1.55771 0.36098
S -0.37343 0.03206 -0.31704
C 1.03773 -0.78646 0.52464
O -1.60742 -0.52139 0.24005
O -0.26588 0.18740 -1.76527
H 0.07363 3.97860 1.43427
H 0.84353 2.90256 2.44119
H -0.64941 3.56622 2.99408
H -0.66781 1.26503 2.31127
H -1.87516 2.07116 1.14977
H 1.93308 -0.66615 -0.08526
H 0.80526 -1.84279 0.65963
H 1.15750 -0.43667 1.55002
C -3.19667 -5.19146 -3.38858
C -2.62576 -3.79586 -3.57516
O -3.64967 -3.05453 -4.10225
S -3.40163 -1.48602 -4.71915
C -3.28971 -0.56497 -3.15894
O -2.10633 -1.46168 -5.42242
O -4.67640 -1.06974 -5.37966
H -2.36708 -5.88816 -3.26829
H -3.78014 -5.51813 -4.24936
H -3.86598 -5.22983 -2.52913
H -2.21465 -3.33769 -2.67562
H -1.83225 -3.87436 -4.31832
H -2.78044 -1.10976 -2.36399
H -4.31788 -0.38125 -2.84714
H -2.66735 0.31867 -3.30012
C 3.34223 -0.33943 5.06397
N 3.58222 0.39160 3.77586
O 2.77929 1.21310 3.47110
O 4.59016 0.08962 3.12938
H 2.44696 -0.00612 5.58885
H 4.12232 -0.06419 5.77376
H 3.26845 -1.40940 4.86955
C 4.14688 2.15878 0.40557
N 3.65674 3.03754 -0.73892
O 3.05617 4.05863 -0.48486
O 3.88861 2.64990 -1.88278
H 4.05594 2.67992 1.35858
H 5.13803 1.76905 0.17352
H 3.40488 1.36053 0.42358
C 1.63517 3.72645 7.24490
N 1.00025 2.97169 6.10517
O 0.39718 1.91729 6.33999
O 0.97258 3.49298 5.03510
H 1.15828 3.40848 8.17203
H 1.39840 4.70252 6.82144
H 2.69327 3.47737 7.16442
C 0.23752 3.39071 -2.16961
N -0.20711 4.61783 -2.83840
O -1.39753 4.62984 -3.23424
O 0.71163 5.47001 -3.00101
H 0.46468 3.62870 -1.13044
H 1.18670 3.17383 -2.65962
H -0.47960 2.58840 -2.34323
C 4.58749 -0.38817 -3.94871
N 4.25473 -1.41498 -2.90494
O 4.51126 -2.57610 -3.17591
O 3.62438 -1.04606 -1.91591
H 4.15707 -0.62399 -4.92197
H 5.66840 -0.42674 -3.81372
H 4.15338 0.55021 -3.60359
C 1.49807 -4.45355 4.30728
N 1.57513 -3.77120 3.04404
O 1.18944 -2.58579 3.04685
O 2.08643 -4.35529 2.05926
H 1.81321 -5.49603 4.26220
H 0.47459 -4.59805 4.65330
H 2.02795 -3.84719 5.04190
C 0.76427 -0.75213 -4.95901
N 0.89204 0.70899 -5.23597
O 2.02992 1.11822 -5.17641
O -0.13172 1.41514 -5.39840
H 1.72080 -1.25287 -4.80931
H 0.28223 -1.25080 -5.79987
H 0.12349 -0.87731 -4.08618
C -2.74742 -2.85878 2.00641
N -2.30884 -3.96283 1.05130
O -1.34849 -4.66902 1.35728
O -2.92648 -4.05683 0.03765
H -2.96642 -3.23375 3.00618
H -3.60673 -2.31190 1.61832
H -2.02041 -2.05135 1.91919

Forces on atoms 1 to 3 (eV/Å):
C 1.2257 -0.2937 -0.0851
C -1.0832 2.7872 -0.5801
O 0.7431 -1.9189 -1.3617

## Properties
- Energy above the lowest of the compared OMol25 structures with the same formula, charge and spin: 62.66 kJ/mol
- SMILES: CCOS(C)(=O)=O.CCOS(C)(=O)=O.CCOS(C)(=O)=O.CCOS(C)(=O)=O.C[N+](=O)[O-].C[N+](=O)[O-].C[N+](=O)[O-].C[N+](=O)[O-].C[N+](=O)[O-].C[N+](=O)[O-].C[N+](=O)[O-].C[N+](=O)[O-]
- Orbital gap: 0.3246 Eh

=====

Here is a cluster of 8 separate species, C20H56O8 in total from the OMol25 dataset. Energies are from ωB97M-V with the def2-TZVPD basis set.

Positions of all 84 atoms, in Å:
C 2.49251 -5.09165 -1.82803
C 1.42245 -4.19127 -1.29359
C 0.43606 -4.95942 -0.42641
O 2.04197 -3.12027 -0.60111
H 2.02700 -5.88365 -2.41719
H 3.06541 -5.53671 -1.01212
H 3.19239 -4.54937 -2.46522
H 0.85171 -3.78885 -2.14751
H 0.94368 -5.53176 0.35140
H -0.14749 -5.62148 -1.06871
H -0.25054 -4.26821 0.06828
H 1.36909 -2.45578 -0.39961
C 0.78563 3.55256 -1.35281
C 0.82137 4.10928 -2.75646
C 2.22947 4.44650 -3.18935
O 0.33845 3.10843 -3.66172
H 1.37376 4.14205 -0.63898
H 1.21858 2.55120 -1.41494
H -0.20159 3.49162 -0.88723
H 0.20067 5.00484 -2.87991
H 2.55505 5.33609 -2.64566
H 2.22219 4.64937 -4.25799
H 2.91507 3.63367 -2.95045
H -0.58530 2.93824 -3.43520
C -1.86507 -3.75465 3.42456
C -2.04443 -3.32776 4.88928
C -1.37397 -1.99278 5.15171
O -3.43831 -3.17378 5.19716
H -0.89745 -4.23314 3.29227
H -2.01580 -2.86861 2.80677
H -2.65731 -4.45648 3.15860
H -1.57274 -4.09177 5.51927
H -1.85102 -1.23530 4.52002
H -0.30016 -2.02570 4.98932
H -1.59877 -1.65403 6.16642
H -3.77518 -3.99946 5.55208
C -4.19520 1.36178 -3.28364
C -2.83089 1.54460 -2.62123
C -1.75215 0.68019 -3.24490
O -2.40013 2.91246 -2.71115
H -4.34642 0.32054 -3.55416
H -4.25061 2.01179 -4.15687
H -4.99458 1.66771 -2.60349
H -2.87805 1.25030 -1.56504
H -1.50260 1.00777 -4.25553
H -2.12577 -0.34213 -3.31452
H -0.86473 0.67095 -2.61268
H -3.13238 3.45767 -2.40635
C -3.14524 3.87009 1.74213
C -3.44526 2.47578 2.25645
O -4.48786 2.55310 3.20941
H -2.41670 3.82743 0.92924
H -2.69148 4.47669 2.52776
H -4.05248 4.35976 1.39188
H -2.53777 2.05368 2.71338
H -3.66786 1.81290 1.40937
H -4.86391 1.67798 3.33592
C -0.56926 -0.40153 1.43512
C 0.25023 0.03787 0.25970
O 0.23007 -0.99880 -0.70615
H -0.26764 -1.40888 1.73733
H -1.64258 -0.53384 1.24730
H -0.50346 0.29032 2.27599
H 1.26265 0.16353 0.67015
H -0.06300 1.01768 -0.10966
H 0.68826 -0.64939 -1.48390
C 2.96369 1.19806 3.00184
C 4.47142 0.94816 2.98597
O 4.90164 0.11169 4.05700
H 2.64814 1.63458 2.04977
H 2.72017 1.92961 3.77485
H 2.39598 0.28064 3.15389
H 4.97454 1.91766 3.09038
H 4.79371 0.50071 2.05015
H 4.59290 0.51495 4.87416
C 2.81124 -1.45029 -3.60224
C 2.60996 0.03441 -3.32381
O 2.40719 0.28828 -1.94022
H 1.86337 -1.99149 -3.52297
H 3.50752 -1.88975 -2.88653
H 3.18147 -1.66306 -4.60713
H 1.73058 0.41487 -3.84586
H 3.45025 0.62508 -3.70668
H 3.24561 0.27589 -1.47136

Forces on atoms 1 to 3 (eV/Å):
C 0.3655 -0.2409 -0.2212
C -0.4036 0.3884 0.0020
C -0.1003 0.2548 0.0513

## Properties
- Energy above the lowest of the compared OMol25 structures with the same formula, charge and spin: 8.59 kJ/mol
- SMILES: CC(C)O.CC(C)O.CC(C)O.CC(C)O.CCO.CCO.CCO.CCO
- Orbital gap: 0.3720 Eh

=====

Here is a structure of composition C20H57Ag2N3O8 from the OMol25 dataset. Energies are from ωB97M-V with the def2-TZVPD basis set.

Positions of all 90 atoms, in Å:
Ag -3.48774 -0.68756 -0.05900
Ag -1.01219 -1.93292 -2.93017
C -0.26263 0.19451 -0.58303
O -1.26537 -0.68478 -0.94976
H -0.12957 0.51746 0.44949
H 0.73986 -0.13458 -0.85656
H -0.39748 1.15264 -1.08493
C 1.05882 0.40123 -4.25177
O 0.36594 -0.79425 -4.36677
H 2.05140 0.29926 -3.81303
H 1.29948 0.92009 -5.17966
H 0.42172 1.13327 -3.75548
C -3.34660 2.54097 -3.67524
C -2.82797 3.88005 -3.09051
C -3.94197 4.95626 -2.92215
O -4.41798 5.32090 -4.18604
C -5.67416 6.01379 -4.21022
N -2.14303 3.55447 -1.89758
H -3.84844 1.92462 -2.92934
H -2.56397 2.02503 -4.23148
H -4.04107 2.74962 -4.48905
H -2.06837 4.31279 -3.74155
H -3.47420 5.85354 -2.51698
H -4.73439 4.69620 -2.22035
H -6.45381 5.32625 -3.88230
H -5.87907 6.38855 -5.21305
H -5.73505 6.86084 -3.52693
H -1.98293 2.57180 -1.72781
H -2.80374 3.69820 -1.14731
C 0.75206 -2.30182 2.82574
C 0.65740 -1.07140 3.76030
C 2.03182 -0.78427 4.39481
O 2.01861 -0.09533 5.63269
C 3.32741 0.28943 6.15433
N 0.12574 0.05704 2.99952
H 0.87950 -3.26105 3.32746
H 1.57363 -2.07496 2.14629
H -0.12629 -2.41190 2.18974
H -0.10110 -1.39747 4.47195
H 2.62725 -0.24274 3.65976
H 2.52586 -1.75520 4.43100
H 3.23197 0.50139 7.21926
H 3.63599 1.19633 5.63433
H 4.08404 -0.48125 6.00720
H 0.76458 0.48745 2.34628
H 0.02563 0.75899 3.71879
C -0.69265 -4.77599 0.38719
C -0.45398 -3.77501 -0.71150
C 0.83952 -4.08871 -1.48076
O 1.10321 -3.01042 -2.41382
C 2.20331 -3.43732 -3.23594
N -1.59195 -3.67264 -1.62315
H -1.58569 -4.59082 0.98409
H 0.16300 -4.78297 1.06240
H -0.75277 -5.80753 0.04018
H -0.19291 -2.89693 -0.12083
H 0.64801 -5.04730 -1.96298
H 1.62282 -4.11596 -0.72327
H 2.19207 -4.48323 -3.54261
H 3.08985 -3.29462 -2.61804
H 2.31050 -2.82177 -4.12909
H -2.37155 -3.58087 -0.98762
H -1.71553 -4.62252 -1.94339
C -2.97716 0.03909 4.27043
C -3.17173 -1.05603 3.32090
O -2.43790 -0.86060 2.08793
H -2.02014 -0.16464 4.75074
H -3.73738 -0.03469 5.04806
H -2.97380 1.05699 3.88056
H -4.21376 -1.27505 3.08787
H -2.84636 -1.98258 3.79391
H -1.53303 -0.66902 2.34506
C 3.83305 -0.62220 -1.23024
C 3.50318 -1.48768 -0.02211
O 4.50978 -2.42906 0.02341
H 4.02011 -1.16554 -2.15648
H 4.62150 0.02322 -0.84309
H 3.04502 0.08602 -1.48623
H 2.52152 -1.94242 -0.15491
H 3.51137 -0.91588 0.90583
H 4.47594 -2.93277 0.83995
C 3.55012 2.19275 1.28142
C 2.41421 2.76028 0.43503
O 2.47456 4.17851 0.43241
H 4.51380 2.31441 0.78683
H 3.36490 1.13254 1.45387
H 3.67718 2.68812 2.24400
H 1.39394 2.46955 0.68526
H 2.47015 2.46231 -0.61197
H 1.71607 4.46752 -0.08019

Forces on atoms 1 to 3 (eV/Å):
Ag 0.4986 0.1297 0.6462
Ag 0.1761 0.0544 -0.6249
C 1.1654 0.0832 -1.0306

## Properties
- Expectation value of S²: 2.011
- 2S+1: 3
- Orbital gap (spin up / spin down): 0.2173 / 0.1402 Eh
- Net charge: +2

=====

Number 1: E -2143.68894 Ha. Number 2: E -4932.23160 Ha. Number 3: E -1397.47110 Ha. Number 4: E -1855.45303 Ha.